# C22H26O5

The molecule C22H26O5 (ωB97M-V/def2-TZVPD, the Open Molecules 2025 dataset).

Each line ends with the Löwdin charge.
Positions of all 53 atoms, in Å:
C1 7.21387 -0.89894 0.71026  0.14
C2 6.05448 -0.59625 0.78284  -0.10
C3 4.68643 -0.24523 0.87514  -0.26
C4 4.19844 0.39064 2.01607  -0.02
C5 2.85937 0.71729 2.10661  -0.04
C6 1.97906 0.41266 1.07460  -0.21
C7 0.51319 0.76634 1.17418  -0.20
C8 0.20195 1.73740 0.07332  0.06
C9 -0.86569 1.61526 -0.71803  -0.16
C10 -1.09857 2.54680 -1.85463  -0.42
O1 -0.27597 3.33404 -2.25425  0.12
O2 -2.32685 2.40565 -2.35021  0.01
C11 -2.66036 3.15288 -3.51355  -0.16
C12 -2.73184 2.28779 -4.73722  -0.14
C13 -2.53547 0.98388 -4.74763  0.03
O3 -1.83178 0.67405 -0.56545  0.03
C14 -1.82165 -0.01459 0.67612  -0.32
O4 -2.63135 -1.12716 0.56737  -0.07
C15 -4.02592 -0.88063 0.44320  -0.23
C16 -4.47339 -0.57291 -0.98113  -0.06
C17 -0.40401 -0.46773 1.07247  -0.18
C18 -0.49105 -1.26895 2.37630  -0.14
C19 0.79065 -1.98472 2.79918  -0.16
C20 1.25991 -3.04575 1.80221  -0.27
O5 2.34111 -3.79877 2.30159  -0.06
C21 2.47738 -0.19414 -0.07372  -0.03
C22 3.81312 -0.52668 -0.17553  -0.01
H1 8.22729 -1.16138 0.64305  0.02
H2 4.87454 0.62458 2.82541  0.12
H3 2.49200 1.21221 2.99520  0.12
H4 0.34088 1.25632 2.14191  0.16
H5 0.90179 2.53437 -0.11802  0.14
H6 -1.91259 3.94376 -3.65753  0.13
H7 -3.63575 3.61528 -3.32364  0.13
H8 -2.96353 2.83465 -5.64082  0.10
H9 -2.59437 0.40997 -5.65571  0.05
H10 -2.31006 0.44170 -3.84459  0.06
H11 -2.21825 0.68416 1.44566  0.18
H12 -4.31152 -0.06137 1.11785  0.12
H13 -4.49593 -1.80489 0.79175  0.12
H14 -5.55611 -0.47766 -1.00584  0.08
H15 -4.17374 -1.38184 -1.64197  0.08
H16 -4.02320 0.34976 -1.33546  0.06
H17 -0.06121 -1.12029 0.26687  0.15
H18 -0.79530 -0.59286 3.18038  0.13
H19 -1.28083 -2.01130 2.25079  0.12
H20 0.60355 -2.48422 3.75286  0.12
H21 1.59511 -1.26365 2.95562  0.09
H22 0.46128 -3.76738 1.61634  0.13
H23 1.54024 -2.57806 0.84894  0.10
H24 3.07660 -3.20152 2.47819  0.08
H25 1.81223 -0.39881 -0.90012  0.13
H26 4.19182 -1.00377 -1.06727  0.12

Atoms 1-3, force components in eV/Å:
C -0.654 0.174 0.036
C 0.849 -0.216 -0.052
C -0.520 0.131 0.068

SMILES ... C#Cc1ccc([C@H]2C=C(C(=O)OCC=C)O[C@@H](OCC)[C@@H]2CCCO)cc1
Gap between HOMO and LUMO ... 9.30 eV

***

# C6H9F3NO2

A cluster of 2 separate species, C6H9F3NO2 in total at a distorted geometry (ωB97M-V/def2-TZVPD, the Open Molecules 2025 dataset).

Each line ends with the Löwdin charge.
Positions of all 21 atoms, in Å:
C1 1.26528 1.39824 0.66064  -0.66
C2 0.66612 -0.07026 -1.33492  -0.12
C3 0.66076 -0.89755 1.10003  -0.09
C4 -2.43344 0.82415 -0.31308  -0.09
C5 0.87765 0.22880 0.09678  -0.37
C6 -3.26017 -0.40981 0.01889  -0.55
N1 -2.99121 1.91422 -0.67462  0.14
O1 1.58056 1.65866 1.81806  -0.06
O2 1.44568 2.44064 -0.23793  -0.01
F1 -2.86850 -1.46545 -0.76204  0.10
F2 -4.59433 -0.28322 -0.20223  0.10
F3 -3.02341 -0.79830 1.32152  0.09
H1 0.69758 0.80532 -1.90751  0.04
H2 1.46404 -0.67690 -1.87552  0.09
H3 -0.29786 -0.42750 -1.39773  0.01
H4 -0.47741 -0.91524 1.32999  0.07
H5 0.94477 -1.86475 0.77848  0.04
H6 0.98744 -0.72472 2.12481  0.06
H7 -1.31797 0.52834 -0.15538  0.11
H8 -3.97188 1.83010 -0.83307  0.03
H9 1.36511 3.23745 0.31916  0.09

Atoms 1-3, force components in eV/Å:
C 0.852 0.129 -1.248
C 2.675 0.119 0.230
C -2.780 1.394 0.520

Total charge ... -1
Gap between HOMO and LUMO ... 5.59 eV

***

# C12H29F6N3O8S2

A structure of composition C12H29F6N3O8S2 at a distorted geometry (ωB97M-V/def2-TZVPD, the Open Molecules 2025 dataset).

Each line ends with the Löwdin charge.
Positions of all 60 atoms, in Å:
O1 -1.76630 -0.47908 -0.31607  0.40
H1 -2.08502 0.12251 0.36077  0.19
H2 -1.21929 -0.10076 -1.00835  0.19
H3 -1.45302 -1.24673 0.16786  0.19
C1 -1.03224 3.60484 5.02872  -0.64
F1 -0.27732 4.72702 5.04510  0.12
F2 -0.31179 2.54640 4.74629  0.14
F3 -1.65216 3.34670 6.16988  0.14
S1 -2.41704 3.86577 3.60370  0.70
O2 -3.30056 4.95457 4.05537  -0.32
O3 -1.59592 4.21734 2.43767  -0.36
N1 -3.08408 2.24439 3.51433  -0.35
S2 -4.36238 2.20157 4.39481  0.54
O4 -4.15942 2.54844 5.78483  -0.32
O5 -5.52671 2.85200 3.74702  -0.34
C2 -4.80755 0.26982 4.41333  -0.60
F4 -6.06517 0.13155 4.87967  0.11
F5 -4.82517 -0.27013 3.18096  0.08
F6 -3.90037 -0.45996 5.10769  0.10
C3 2.79641 -3.12521 3.60047  -0.07
C4 3.30419 -2.96982 2.15293  -0.45
C5 4.81603 -3.32256 2.06448  -0.13
O6 5.10552 -4.80763 2.16665  -0.18
C6 6.37162 -5.00243 1.63805  -0.16
N2 2.51371 -3.80827 1.29603  0.02
H4 3.23502 -2.31013 4.17613  0.08
H5 3.17706 -4.07704 3.97090  0.08
H6 1.70861 -3.07732 3.65051  0.07
H7 2.92496 -1.97650 1.91291  0.13
H8 5.34912 -2.73588 2.81262  0.12
H9 5.12904 -2.94814 1.08984  0.11
H10 6.36164 -4.76211 0.57492  0.09
H11 6.60751 -6.05859 1.76837  0.09
H12 7.23855 -4.61368 2.17227  0.09
H13 2.75736 -3.61541 0.33502  0.06
H14 2.98893 -4.69596 1.37516  0.06
C7 -4.06815 2.44767 -3.09652  -0.07
O7 -2.67565 2.09882 -3.41506  -0.22
C8 -2.12592 3.05582 -4.29600  -0.23
C9 -0.90054 2.28603 -4.84591  -0.16
N3 -0.06865 1.85819 -3.63290  -0.08
C10 1.28467 1.52815 -3.98391  -0.21
C11 1.15937 0.10309 -4.70968  -0.23
O8 0.39349 -0.91959 -4.07934  -0.19
C12 0.34632 -2.11184 -4.85623  -0.10
H15 -4.10786 3.20392 -2.31255  0.09
H16 -4.52102 1.53215 -2.71592  0.08
H17 -4.68244 2.68149 -3.96605  0.08
H18 -1.92969 3.93513 -3.68249  0.12
H19 -2.75810 3.40020 -5.11443  0.12
H20 -0.32031 2.90227 -5.53270  0.11
H21 -1.17607 1.39721 -5.41351  0.11
H22 -0.00128 2.75639 -3.17595  0.09
H23 1.89146 1.27962 -3.11319  0.11
H24 1.79370 2.30783 -4.55055  0.12
H25 2.19104 -0.10972 -4.98979  0.11
H26 0.79104 0.49088 -5.65944  0.10
H27 -0.17183 -1.91660 -5.79512  0.09
H28 -0.23058 -2.82428 -4.26655  0.08
H29 1.34323 -2.55242 -4.86711  0.09

Atoms 1-3, force components in eV/Å:
O -1.129 -0.539 0.530
H -0.464 1.358 0.373
H 0.808 0.483 -0.818

Gap between HOMO and LUMO ... 6.26 eV

***

# C31H32Cl3N2OP2PtSi

A structure of composition C31H32Cl3N2OP2PtSi (ωB97M-V/def2-TZVPD, the Open Molecules 2025 dataset).

Each line ends with the Löwdin charge.
Positions of all 73 atoms, in Å:
Pt1 0.09119 -1.14152 -0.22178  0.51
C1 0.87525 1.24475 1.69744  -0.37
C2 2.31758 0.86904 1.33536  -0.34
P1 2.36605 -0.67453 0.29190  0.91
C3 3.15759 -1.94558 1.31236  -0.35
C4 2.35078 -2.53679 2.28904  -0.11
C5 2.86568 -3.52156 3.11371  -0.07
C6 4.17599 -3.94776 2.94450  -0.06
C7 4.96856 -3.38746 1.95452  -0.06
C8 4.46617 -2.38509 1.13754  -0.07
C9 3.52956 -0.29292 -1.03796  -0.38
C10 4.72442 0.37826 -0.78006  -0.10
C11 5.62803 0.59738 -1.80737  -0.06
C12 5.34873 0.14900 -3.09141  -0.06
C13 4.15420 -0.50572 -3.35412  -0.06
C14 3.24665 -0.72511 -2.32947  -0.13
P2 -0.20104 1.18203 0.19427  0.90
C15 -1.82174 1.78408 0.71000  -0.38
C16 -2.66048 2.31455 -0.27217  -0.09
C17 -3.93134 2.75199 0.06195  -0.07
C18 -4.37167 2.65394 1.37572  -0.07
C19 -3.54927 2.10330 2.34921  -0.07
C20 -2.27777 1.65919 2.02028  -0.10
C21 0.50052 2.50361 -0.82701  -0.37
C22 1.19712 2.18930 -1.98789  -0.09
C23 1.87810 3.18243 -2.67670  -0.06
C24 1.84325 4.48992 -2.21642  -0.06
C25 1.11253 4.81270 -1.07858  -0.06
C26 0.44111 3.82392 -0.37965  -0.08
H1 0.82061 2.24313 2.13663  0.10
H2 0.48019 0.52792 2.42210  0.07
H3 2.89628 0.70318 2.24335  0.10
H4 2.78669 1.67226 0.76501  0.08
H5 1.31460 -2.22780 2.38406  0.09
H6 2.24350 -3.96859 3.87779  0.11
H7 4.57361 -4.72768 3.58031  0.11
H8 5.98228 -3.73634 1.80875  0.11
H9 5.09336 -1.95803 0.36792  0.10
H10 4.94647 0.73500 0.21939  0.11
H11 6.55746 1.11279 -1.60267  0.11
H12 6.06361 0.31296 -3.88700  0.11
H13 3.92513 -0.85118 -4.35402  0.11
H14 2.31031 -1.22568 -2.52823  0.00
H15 -2.30141 2.39194 -1.29238  0.12
H16 -4.57565 3.17117 -0.69987  0.12
H17 -5.35330 3.02012 1.64772  0.11
H18 -3.89816 2.02329 3.37085  0.11
H19 -1.64375 1.22002 2.77969  0.10
H20 1.18664 1.17121 -2.35017  0.09
H21 2.43175 2.92916 -3.57172  0.11
H22 2.37746 5.26341 -2.75217  0.11
H23 1.06892 5.83817 -0.73597  0.11
H24 -0.12897 4.07703 0.50671  0.11
N1 -1.78283 -1.51294 1.04667  0.06
C27 -2.90698 -1.26596 0.87500  -0.26
N2 -4.15706 -0.96211 0.66884  -0.06
C28 -4.61273 -0.64349 -0.69311  -0.10
C29 -5.43745 -1.81255 -1.21543  -0.17
O1 -6.50585 -2.09648 -0.32988  -0.11
C30 -6.04577 -2.46696 0.95450  -0.17
C31 -5.23606 -1.33863 1.58692  -0.09
H25 -3.75228 -0.45162 -1.33041  0.11
H26 -5.22884 0.25629 -0.63749  0.13
H27 -4.79010 -2.69322 -1.32458  0.13
H28 -5.87672 -1.57261 -2.18178  0.14
H29 -5.41824 -3.36617 0.88866  0.13
H30 -6.92872 -2.68806 1.55122  0.13
H31 -4.81662 -1.64181 2.54471  0.14
H32 -5.86626 -0.45869 1.73102  0.13
Cl1 1.10402 -3.31270 -3.20451  0.27
Si1 -0.38723 -2.71206 -1.92201  -0.84
Cl2 -1.96628 -2.17998 -3.15124  0.22
Cl3 -0.97139 -4.42308 -0.92042  0.22

Atoms 1-3, force components in eV/Å:
Pt 0.555 0.136 0.756
C -0.106 -0.094 -0.080
C -0.183 -0.094 -0.107

Total charge ... +1
Spin multiplicity ... 3
Gap between HOMO and LUMO (alpha / beta) ... 7.95 / 6.87 eV

***

# C5H12ClO2P

The molecule C5H12ClO2P at a distorted geometry (ωB97M-V/def2-TZVPD, the Open Molecules 2025 dataset).

Each line ends with the Löwdin charge.
Positions of all 21 atoms, in Å:
C1 0.06868 -2.79379 -0.33654  -0.13
C2 1.08305 -1.74971 -0.79363  -0.34
P1 1.11813 -0.21256 0.28710  0.39
O1 1.39161 -0.50674 1.73727  -0.36
Cl1 2.58163 0.91304 -0.56938  0.40
C3 -0.44841 0.68246 0.15646  -0.44
C4 -1.33193 0.27830 1.35203  -0.05
O2 0.01774 2.03879 0.38115  -0.28
C5 -0.32251 2.99311 -0.60895  -0.13
H1 0.44654 -3.54105 0.48386  0.12
H2 -0.68633 -2.24768 0.28344  0.04
H3 -0.23999 -3.22088 -1.26213  0.06
H4 1.13125 -1.51087 -1.76207  0.02
H5 2.04436 -2.27654 -0.62453  0.10
H6 -1.01367 0.84088 -0.80982  0.14
H7 -0.66734 0.40170 2.25442  0.10
H8 -1.53108 -0.76692 1.13291  0.05
H9 -2.23280 0.76160 1.41813  0.05
H10 -1.36026 3.49215 -0.44693  0.12
H11 -0.39038 2.65466 -1.64346  0.08
H12 0.34172 3.77006 -0.62931  0.05

Atoms 1-3, force components in eV/Å:
C 0.005 0.609 2.679
C 2.035 -0.719 5.127
P 1.050 -2.570 0.970

SMILES ... CC[P@@](=O)(Cl)[C@@H](C)OC
Gap between HOMO and LUMO ... 10.51 eV

***

# C4H3NO5S2

The ion C4H3NO5S2 with charge -2 at a distorted geometry (ωB97M-V/def2-TZVPD, the Open Molecules 2025 dataset).

Each line ends with the Löwdin charge.
Positions of all 15 atoms, in Å:
O1 -3.00954 1.36077 0.66024  -0.45
S1 -2.59489 0.10935 -0.04593  0.40
O2 -3.14578 0.03106 -1.40006  -0.43
O3 -3.07473 -1.10481 0.67302  -0.44
C1 -0.82283 0.22231 -0.08154  -0.27
C2 0.05060 1.21721 0.28358  -0.13
C3 1.37659 0.91269 0.28251  -0.30
O4 2.54964 1.52232 0.76935  -0.02
N1 1.42526 -0.48151 0.02618  -0.28
O5 2.59449 -1.10245 -0.00459  -0.26
C4 0.17806 -1.00122 -0.21262  -0.61
S2 0.10219 -2.50936 -0.97526  0.75
H1 -0.29088 2.29117 0.51039  0.13
H2 3.23430 0.84779 0.59219  0.07
H3 1.42752 -2.31535 -1.07746  -0.14

Atoms 1-3, force components in eV/Å:
O 0.818 -0.980 -0.690
S -2.458 0.320 1.196
O 0.833 0.464 -0.558

SMILES ... O=S(=O)([O-])c1cc(O)n([O-])c1S
Total charge ... -2
Gap between HOMO and LUMO ... 5.26 eV

***

# C5H10O2

A cluster of 2 separate species, C5H10O2 in total at a distorted geometry (ωB97M-V/def2-TZVPD, the Open Molecules 2025 dataset).

Each line ends with the Löwdin charge.
Positions of all 17 atoms, in Å:
C1 2.75327 0.33986 -1.02662  0.01
C2 1.48955 0.02678 -1.45561  -0.17
C3 0.54655 -0.42539 -0.48815  -0.12
C4 -0.72246 0.05328 -0.36924  -0.40
C5 -1.91888 -0.84227 -0.37792  -0.03
O1 -1.07615 1.38387 -0.19955  0.02
H1 3.14349 1.22915 -1.52694  0.06
H2 3.20859 -0.12802 -0.15421  0.05
H3 1.32915 0.21007 -2.50055  0.10
H4 0.90013 -0.97557 0.39402  0.12
H5 -1.66758 -1.95769 -0.32873  0.12
H6 -2.26577 -0.76239 -1.31090  0.03
H7 -2.66708 -0.48721 0.41375  0.11
H8 -0.95621 1.53419 0.74867  0.08
O2 -0.96824 0.60504 2.77585  -0.06
H9 -0.57313 0.00348 3.42604  0.05
H10 -0.55522 0.19282 1.98009  0.02

Atoms 1-3, force components in eV/Å:
C -1.174 0.202 -0.915
C 2.928 1.478 2.190
C -0.244 -0.541 -0.492

SMILES ... C=C/C=C(/C)O.O
Gap between HOMO and LUMO ... 7.31 eV

***

Total energy across the listed records, respectively: -1230.021209; -738.851743; -2636.051216; -3857.296677; -1149.718325; -1381.477863; -346.819354 a.u..
M across the listed records, respectively: 370.4; 184.1; 521.5; 840.1; 170.6; 209.2; 102.1 g mol⁻¹.
Relative energy (zero: lowest compared OMol25 entry of this formula, charge and spin) across the listed records, respectively: 12.6; 41.2; 151.9; 0.0; 72.5; 12.8; 129.3 kcal/mol.